[1]
Below is 2 unconnected molecules or ions with the total composition CH3FN2OS at a distorted geometry, with properties calculated with the ωB97M-V functional and the def2-TZVPD basis.

Values from the calculation:
HOMO energy: -9.3 eV
frontier orbital gap: 0.3005 hartree
SMILES: [H]/N=C\F.ON=S

XYZ file:
```
9
Properties=species:S:1:pos:R:3:forces:R:3
H 0.6450 1.2722 0.8224 -0.286 0.278 0.460
N 0.0187 1.0865 0.0500 0.306 0.038 -0.452
C -0.6034 0.0277 0.1296 -1.468 -0.799 -1.731
F -0.7574 -0.7604 1.1985 0.431 -0.275 0.727
H -1.1431 -0.4730 -0.7329 0.430 0.944 0.961
O 2.2432 -1.4580 -0.4728 2.514 0.823 0.843
N 2.4375 -0.1151 -0.0604 -1.113 -1.540 -0.676
S 3.8931 0.2020 0.2710 1.075 0.160 0.269
H 1.3648 -1.5545 -0.7762 -1.888 0.370 -0.401
```
Forces are in eV/Å.

---

[2]
Below is a molecular structure, C6H16N2 at a distorted geometry, with properties calculated with the ωB97M-V functional and the def2-TZVPD basis.

Values from the calculation:
HOMO energy: -8.8 eV
frontier orbital gap: 0.3563 hartree

XYZ file:
```
24
Properties=species:S:1:pos:R:3:forces:R:3
C 2.2345 2.5194 -0.8399 0.455 -0.706 0.202
C 1.9748 1.0501 -1.1948 -1.496 0.277 -0.271
N 1.0081 0.4008 -0.2540 1.767 0.745 -1.158
C 1.8067 -0.0393 0.8733 0.688 -0.384 1.837
C 0.2437 -0.6022 -0.9481 -0.868 -0.845 -0.461
C -0.8961 -1.1790 -0.1029 1.491 -3.796 1.877
N -1.1272 -0.8824 1.1593 -1.273 1.932 -4.506
C -4.6584 -1.3200 1.2385 0.109 0.549 -0.597
H 3.2103 2.5950 -0.3549 -0.046 0.377 -0.098
H 2.2124 3.1021 -1.7704 0.059 0.144 0.543
H 1.4751 2.8262 -0.1175 0.009 0.265 -0.310
H 1.4313 1.0598 -2.1399 0.375 -0.156 -0.266
H 2.9078 0.4634 -1.2910 -0.391 0.130 -0.042
H 2.1283 0.7728 1.5434 -0.857 0.453 -0.310
H 1.2584 -0.7223 1.5159 -0.060 -0.053 -0.060
H 2.8446 -0.4515 0.7490 -0.872 -0.396 -1.145
H -0.2173 -0.3360 -1.9209 0.441 0.964 0.411
H 0.8418 -1.4750 -1.3080 -0.162 0.005 0.698
H -1.2180 0.0551 0.5484 0.799 0.874 3.261
H -1.1948 -2.1886 -0.4629 -0.004 0.184 -0.206
H -4.9626 -2.1153 1.9089 0.127 -0.102 -0.013
H -3.8414 -1.5911 0.5737 0.129 -0.384 0.289
H -4.3262 -0.4382 1.7864 -0.138 -0.115 0.119
H -5.4737 -1.0444 0.5725 -0.281 0.040 0.207
```
Forces are in eV/Å.

---

[3]
Below is 10 unconnected molecules or ions with the total composition C24H59N2O10S9 at a distorted geometry, with properties calculated with the ωB97M-V functional and the def2-TZVPD basis.

Values from the calculation:
charge: +1
HOMO energy: -9.7 eV
frontier orbital gap: 0.1910 hartree

XYZ file:
```
104
Properties=species:S:1:pos:R:3:forces:R:3
N 2.9750 1.5666 5.7982 -6.872 5.613 -8.409
C 2.2250 2.1687 4.8981 3.410 -3.707 5.640
O 1.1633 2.7556 4.0185 0.357 -3.862 3.616
C -0.0950 2.0364 4.3851 -3.196 -0.969 1.478
C -1.3684 2.8373 5.0414 0.222 -3.793 -0.628
C -2.7199 1.9631 5.4570 4.204 -2.502 -2.079
C -2.6315 0.3245 5.1781 2.956 1.892 -0.860
C -1.2912 -0.3861 4.5125 -1.353 4.560 1.380
N -0.1193 0.5109 4.1619 -2.946 1.385 1.459
H -1.3109 4.0139 5.2317 -0.057 -3.033 -0.642
H -3.6595 2.4811 5.9523 2.229 -1.197 -1.270
H -3.5126 -0.4101 5.4623 2.036 1.855 -0.679
H -1.2605 -1.5612 4.3583 0.371 2.912 0.080
H 0.7494 0.0502 3.7632 -1.299 0.718 0.409
C -2.2309 4.9717 1.2429 0.121 -0.280 0.109
S -3.4593 5.3972 2.5011 -0.180 0.144 -0.487
O -3.6607 4.1859 3.3622 0.174 -0.116 0.045
C -4.8625 5.4950 1.3637 -0.158 -0.172 0.244
H -1.2667 4.8225 1.7343 -0.113 0.121 0.105
H -2.5231 4.0511 0.7318 -0.097 0.198 0.047
H -2.1470 5.7897 0.5238 -0.084 -0.052 0.106
H -4.9906 4.5417 0.8453 0.160 0.193 0.084
H -4.6912 6.2956 0.6405 -0.014 -0.077 0.115
H -5.7630 5.7168 1.9413 0.222 0.076 0.080
C 6.0337 0.8038 2.2088 -0.180 0.069 0.122
S 4.3023 1.3222 2.1255 0.492 0.215 -0.138
O 3.5337 0.2209 1.4580 -0.060 0.504 0.107
C 4.5589 2.6269 0.8990 -0.144 -0.011 -0.128
H 6.1115 -0.0401 2.8980 -0.058 0.110 -0.208
H 6.3795 0.4961 1.2190 -0.134 0.017 0.154
H 6.6443 1.6303 2.5795 -0.160 0.033 -0.002
H 4.9965 2.2053 -0.0091 -0.029 -0.063 0.127
H 5.2186 3.3926 1.3131 -0.055 -0.112 0.047
H 3.5912 3.0744 0.6604 0.079 -0.105 0.085
C 1.6656 -1.0524 -0.7576 0.121 -0.153 0.112
S 0.4372 -0.6269 0.5006 0.234 -0.032 -0.492
O 0.2358 -1.8382 1.3617 -0.117 0.223 0.140
C -0.9660 -0.5290 -0.6369 -0.149 -0.107 0.043
H 2.6298 -1.2015 -0.2663 -0.290 0.196 0.058
H 1.3734 -1.9729 -1.2687 -0.156 0.153 0.032
H 1.7495 -0.2343 -1.4767 -0.092 -0.073 0.069
H -1.0941 -1.4823 -1.1552 0.124 0.065 0.065
H -0.7946 0.2715 -1.3600 0.074 -0.072 0.076
H -1.8665 -0.3073 -0.0592 0.155 -0.004 0.021
C 6.6358 -4.0818 0.2302 0.209 0.083 0.082
S 6.2506 -2.3356 0.5051 -0.173 -0.397 0.071
O 7.0739 -1.8702 1.6691 -0.148 -0.315 -0.156
C 4.5665 -2.6103 1.1056 0.018 -0.031 0.195
H 7.6686 -4.1599 -0.1172 -0.109 0.167 -0.009
H 6.5243 -4.6403 1.1628 -0.085 0.140 -0.135
H 5.9667 -4.4872 -0.5322 0.009 0.094 0.075
H 4.5842 -3.2603 1.9837 0.150 -0.079 -0.133
H 3.9662 -3.0647 0.3142 0.132 -0.039 0.010
H 4.1334 -1.6450 1.3785 0.230 -0.210 -0.132
C 0.3358 -3.6263 -5.5475 0.041 0.032 0.154
S -0.0494 -1.8801 -5.2727 0.171 -0.070 0.185
O 0.7739 -1.4147 -4.1087 -0.413 -0.236 -0.229
C -1.7335 -2.1547 -4.6722 -0.052 0.014 0.131
H 1.3686 -3.7043 -5.8950 -0.157 0.075 0.080
H 0.2243 -4.1847 -4.6150 0.065 0.090 -0.071
H -0.3333 -4.0316 -6.3100 0.028 0.109 0.001
H -1.7158 -2.8047 -3.7940 0.094 0.025 -0.068
H -2.3338 -2.6091 -5.4636 0.088 0.056 0.014
H -2.1666 -1.1895 -4.3993 0.136 -0.078 -0.085
C -2.5344 5.2037 -3.3505 0.073 -0.102 0.001
S -3.7628 5.6293 -2.0923 -0.234 -0.252 -0.216
O -3.9642 4.4179 -1.2312 0.152 0.184 -0.614
C -5.1660 5.7271 -3.2297 -0.147 -0.064 0.036
H -1.5702 5.0546 -2.8591 -0.161 0.052 0.021
H -2.8266 4.2832 -3.8616 -0.056 0.076 0.106
H -2.4505 6.0218 -4.0696 -0.042 -0.024 0.109
H -5.2941 4.7738 -3.7481 0.149 0.024 0.094
H -4.9946 6.5276 -3.9529 0.062 -0.027 0.108
H -6.0665 5.9489 -2.6520 0.211 0.056 0.106
C -8.8577 7.2994 1.3206 0.099 -0.009 0.085
S -8.5498 7.4810 -0.4530 0.189 0.076 0.064
O -7.0888 7.2336 -0.6844 -0.373 0.122 0.151
C -8.8130 9.2699 -0.5039 0.100 0.082 -0.006
H -8.7115 6.2518 1.5937 -0.019 0.107 -0.159
H -8.1605 7.9219 1.8865 -0.016 -0.012 -0.126
H -9.8868 7.5905 1.5436 0.072 -0.032 -0.090
H -8.1183 9.7694 0.1756 -0.017 -0.125 -0.039
H -9.8434 9.4956 -0.2201 0.062 -0.095 -0.037
H -8.6349 9.6182 -1.5241 -0.016 -0.166 0.116
C 0.7120 -8.9649 -6.5751 0.043 -0.082 0.042
S 0.3268 -7.2187 -6.3003 0.234 -0.045 0.384
O 1.1502 -6.7533 -5.1363 -0.459 -0.250 -0.467
C -1.3573 -7.4933 -5.6998 -0.057 -0.039 0.104
H 1.7448 -9.0429 -6.9226 -0.143 0.141 0.051
H 0.6005 -9.5233 -5.6426 -0.003 0.144 -0.030
H 0.0430 -9.3702 -7.3376 0.036 0.099 0.035
H -1.3396 -8.1433 -4.8216 0.091 0.064 -0.070
H -1.9575 -7.9477 -6.4912 0.085 0.054 0.013
H -1.7904 -6.5281 -5.4269 0.147 -0.078 -0.070
C 7.5066 -8.0208 3.0974 0.096 0.046 -0.072
S 5.8310 -7.3469 3.2049 0.072 0.176 -0.151
O 5.6599 -6.3813 2.0702 0.141 -0.352 0.550
C 6.1176 -6.3777 4.7051 0.035 0.134 0.010
H 7.5760 -8.6393 2.1996 -0.134 0.105 0.109
H 8.2331 -7.2072 3.0337 -0.131 -0.004 0.003
H 7.7090 -8.6366 3.9767 -0.091 0.047 -0.056
H 6.9306 -5.6664 4.5409 -0.062 -0.075 -0.077
H 6.3664 -7.0480 5.5309 -0.046 -0.009 -0.104
H 5.2023 -5.8319 4.9461 0.076 -0.136 -0.127
```
Forces are in eV/Å.

---

[4]
Below is a molecular structure, C5H11NO3 at a distorted geometry, with properties calculated with the ωB97M-V functional and the def2-TZVPD basis.

Values from the calculation:
HOMO energy: -8.7 eV
frontier orbital gap: 0.3224 hartree

XYZ file:
```
20
Properties=species:S:1:pos:R:3:forces:R:3
C 0.1689 -0.5809 -0.1899 0.592 0.358 0.058
C -0.8591 0.4462 0.2895 1.041 0.323 0.333
C 0.0556 -1.9099 0.5454 -0.045 0.223 0.006
C -1.0310 1.7175 -0.4674 0.373 0.098 -0.072
C 1.3678 0.3236 0.2994 1.037 -1.798 -2.006
N 0.2202 -0.7711 -1.6178 0.051 -0.175 -0.022
O 2.1851 -0.3622 1.2191 -0.436 0.612 -0.108
O -1.9161 -0.0512 0.9246 0.092 0.202 0.364
O 1.9141 1.0865 -0.5497 -0.849 -0.148 1.448
H 3.0155 0.1340 1.2219 -0.059 0.019 -0.028
H -2.5539 0.6455 1.1424 0.085 -0.058 -0.090
H 0.4654 0.9212 1.1405 -1.445 0.294 0.154
H 0.7245 -0.0055 -2.0562 -0.181 -0.018 0.028
H -0.6884 -0.9297 -2.0325 0.103 0.006 -0.076
H -0.8672 -2.4220 0.2671 0.033 0.010 -0.045
H 0.0591 -1.7762 1.6256 0.011 0.013 0.016
H 0.9075 -2.5206 0.2600 -0.015 -0.020 0.010
H -0.0308 2.1304 -0.6533 -0.329 0.081 0.003
H -1.6635 2.4232 0.0744 0.055 0.004 -0.020
H -1.4737 1.5012 -1.4432 -0.114 -0.026 0.050
```
Forces are in eV/Å.